Run P
DFT (ωB97M-V/def2-TZVPD) results for C4H6N4 as an isolated structure.

Element x y z (Å)
C1 -0.2627 -0.6791 -1.0775
C2 -0.7501 1.5508 0.1916
C3 -0.0329 1.5727 1.2702
C4 0.9326 0.4330 1.4670
H1 0.8118 -1.9509 0.0894
H2 -0.9411 -1.3015 0.5924
H3 0.2131 -1.9446 -2.0530
H4 -1.0914 1.0517 -1.6814
H5 -1.4193 2.4934 -0.1380
H6 0.0439 2.6255 1.8290
N1 -0.4398 -1.7568 -0.1877
N2 0.2756 -0.8992 -2.1823
N3 -1.0332 0.5034 -0.7883
N4 1.6349 -0.4528 1.7661

Properties
HOMO energy, eV: -9.784
Kohn-Sham gap, eV: 10.18
Charge: 0
M, g/mol: 110.12

Run Q
DFT (ωB97M-V/def2-TZVPD) results for a single C4H6N4 molecule.

Element x y z (Å)
C1 -0.2944 0.4749 1.4038
C2 -1.0027 -0.7787 1.0309
C3 0.2544 0.3585 -1.3489
C4 1.3296 0.7446 -0.7157
H1 -0.6521 0.6189 2.4680
H2 -0.4922 1.2134 0.7029
H3 -1.6748 -1.4351 1.7731
H4 -0.9532 -1.6262 -2.1070
H5 0.0859 0.7013 -2.3034
H6 1.9795 1.2231 -1.4071
N1 -1.3020 -1.2911 -0.1224
N2 -0.6319 -0.9175 -1.3244
N3 2.0188 0.3566 0.4431
N4 1.3351 0.3572 1.5071

Properties
HOMO energy, eV: -8.482
SMILES: C1=C\N/N=C\C\N=N/1
Kohn-Sham gap, eV: 8.39
Charge: 0
M, g/mol: 110.12

Most stable: run P

Run P
DFT (ωB97M-V/def2-TZVPD) results for C5H4S as an isolated structure.

Element x y z (Å)
C1 0.6739 -0.9473 -0.0817
C2 -0.3745 -1.7092 0.0231
C3 1.6276 0.0524 -0.4116
C4 1.0096 1.0003 0.2183
C5 -0.8621 -0.4587 0.5735
S1 -2.1022 0.5834 -0.1483
H1 2.7006 0.0655 -0.7678
H2 0.2918 1.7714 0.3014
H3 -0.7071 -0.4035 1.6943
H4 -2.2578 0.0456 -1.4012

Properties
HOMO energy, eV: -7.753
Kohn-Sham gap, eV: 7.91
Charge: 0
M, g/mol: 96.15

Run Q
DFT (ωB97M-V/def2-TZVPD) results for a single C5H4S molecule.

Element x y z (Å)
C1 0.5938 1.3440 -1.9387
C2 -0.1351 0.5795 -1.2049
C3 0.0902 -0.0291 0.0562
C4 -0.0981 -0.7013 1.0358
C5 -0.2702 -1.3443 2.2444
H1 0.2761 1.7464 -2.8893
H2 1.6518 1.3775 -1.6024
H3 -1.2113 0.4943 -1.4020
H4 0.6261 -1.2325 2.9601
S1 -1.5233 -2.2344 2.7407

Properties
HOMO energy, eV: -8.932
SMILES: C=CC#CC=S
Kohn-Sham gap, eV: 7.77
Charge: 0
M, g/mol: 96.15

Most stable: run Q

Run P
DFT (ωB97M-V/def2-TZVPD) results for a single C5H8OS molecule.

Element x y z (Å)
C1 0.2207 -2.1258 -0.0811
C2 -0.9362 0.1153 -0.2223
C3 -0.0266 2.9039 0.1197
C4 0.2999 -0.6238 -0.4795
C5 0.9491 -1.1711 0.6952
O1 -0.1460 1.6220 -2.1570
S1 -0.9342 1.8988 -0.9713
H1 -0.8622 -2.4743 -0.0230
H2 0.7208 -2.8453 -0.7072
H3 -1.8343 -0.0728 -0.7683
H4 -1.3649 0.3049 0.8299
H5 -0.6652 3.5514 0.6175
H6 0.9821 2.7146 0.0807
H7 0.8629 -0.3459 -1.2542
H8 1.9659 -1.1237 0.9185

Properties
HOMO energy (spin up / spin down), eV: -8.587 / -8.403
Kohn-Sham gap (spin up / spin down), eV: 8.42 / 7.19
Charge: 0
M, g/mol: 116.18

Run Q
DFT (ωB97M-V/def2-TZVPD) results for a single C5H8OS molecule.

Element x y z (Å)
C1 -0.8327 1.0776 2.7140
C2 0.7840 -0.9861 -1.4394
C3 0.0589 0.9104 1.7672
C4 0.8826 -0.1878 -0.2486
C5 -0.0912 -0.0408 0.6865
O1 -1.5658 0.0192 -2.3835
S1 -0.2343 -0.1954 -2.9089
H1 -0.7257 1.8993 3.4575
H2 -1.5028 0.2196 2.7194
H3 1.6678 -1.1200 -2.0145
H4 0.0278 -1.8054 -1.1762
H5 0.9962 1.6361 1.7753
H6 1.8006 0.4135 -0.1042
H7 -1.1741 -0.3814 0.7865
H8 -0.0912 -1.4588 -3.6311

Properties
HOMO energy, eV: -8.447
Kohn-Sham gap, eV: 8.70
Charge: 0
M, g/mol: 116.18

Run R
DFT (ωB97M-V/def2-TZVPD) results for C5H8OS as an isolated structure.

Element x y z (Å)
C1 0.9096 0.9977 0.0341
C2 -0.4482 0.9768 0.8122
C3 -1.0181 -0.5292 1.1015
C4 -1.5474 -0.1192 -0.9802
C5 -0.5429 1.0333 -0.6291
H1 0.5780 -1.1045 -1.0884
H2 1.1709 1.9621 -0.0476
H3 -0.7255 1.8295 1.3459
H4 -0.3626 -1.1514 1.7760
H5 -1.9762 -0.3349 1.4757
H6 -2.6959 0.0738 -0.2326
H7 -1.8929 -0.5289 -2.2931
H8 -0.8392 1.8830 -0.9048
O1 -1.0558 -1.1747 -0.0449
S1 1.9420 -0.4617 -0.1065

Properties
HOMO energy, eV: -8.561
Kohn-Sham gap, eV: 8.76
Charge: 0
M, g/mol: 116.18

Most stable: run Q

Run P
DFT (ωB97M-V/def2-TZVPD) results for a single C5H8OS molecule.

Element x y z (Å)
C1 -0.6287 -0.9755 -1.2142
C2 -0.2209 -0.1971 -0.0396
C3 -0.3081 -0.8070 1.3475
C4 0.3934 1.8472 -0.0799
C5 1.2019 0.4873 -0.1836
H1 0.1099 -1.8566 -1.4711
H2 -0.5716 -0.2785 -2.0594
H3 -1.7637 -1.3470 -0.8632
H4 0.2022 -0.0975 2.0525
H5 -1.3846 -0.8563 1.5032
H6 0.1537 -1.8300 1.4320
H7 0.2250 2.2741 -1.1477
H8 0.7004 2.5655 0.6013
O1 -0.8097 1.2128 0.1465
S1 2.7009 -0.1414 -0.0242

Properties
HOMO energy, eV: -8.744
SMILES: CC1(C)OCC1=S
Kohn-Sham gap, eV: 8.45
Charge: 0
M, g/mol: 116.18

Run Q
DFT (ωB97M-V/def2-TZVPD) results for a single C5H8OS molecule.

Element x y z (Å)
C1 1.6054 0.5937 0.1901
C2 0.4860 0.4485 0.9286
C3 1.4488 -0.1657 -1.0146
C4 -0.4658 -0.4126 0.1335
C5 -1.8183 0.2974 -0.0278
O1 0.1914 -0.8118 -0.9932
S1 -1.0536 -1.9009 1.1366
H1 2.3729 1.1698 0.6701
H2 -0.0218 0.6932 1.9178
H3 1.5360 0.5304 -1.9618
H4 2.2462 -0.8718 -1.3589
H5 -1.5617 1.2499 -0.5777
H6 -2.3426 0.5781 0.9006
H7 -2.4408 -0.3015 -0.7148
H8 0.0010 -2.1753 1.9022

Properties
HOMO energy, eV: -8.982
SMILES: C[C@]1(S)C=CCO1
Kohn-Sham gap, eV: 9.81
Charge: 0
M, g/mol: 116.18

Run R
DFT (ωB97M-V/def2-TZVPD) results for a single C5H8OS molecule.

Element x y z (Å)
C1 -1.4744 -0.9030 0.3974
C2 -0.3531 0.1026 0.5348
C3 0.4904 1.1396 -0.1275
C4 1.9016 0.3915 -0.1589
C5 -0.1320 -1.1702 -0.2516
H1 -3.0997 0.0440 -0.1640
H2 -1.8342 -1.4369 1.2979
H3 0.0052 0.0292 1.6180
H4 0.4776 2.1403 0.3587
H5 0.1199 1.2696 -1.1538
H6 2.6167 0.6353 0.6792
H7 2.4511 0.7372 -1.0854
H8 -0.3754 -0.9523 -1.3179
O1 -2.4359 -0.5418 -0.5427
S1 1.6420 -1.4852 -0.0839

Properties
HOMO energy, eV: -8.417
SMILES: O[C@@H]1[C@@H]2CCS[C@@H]12
Kohn-Sham gap, eV: 9.16
Charge: 0
M, g/mol: 116.18

Run S
DFT (ωB97M-V/def2-TZVPD) results for C5H8OS as an isolated structure.

Element x y z (Å)
C1 -2.0054 -0.7357 -0.0435
C2 -0.9112 1.3151 -0.3191
C3 -0.5058 -0.1386 -0.0474
C4 0.3589 -0.7490 -1.1105
C5 0.1055 -0.1908 1.3731
O1 -2.4225 -1.8333 -0.1891
S1 -3.0789 0.6801 0.1085
H1 -0.7271 2.1068 0.3560
H2 -0.9296 1.5186 -1.4113
H3 1.3726 -0.5515 -0.9169
H4 0.2249 -0.2085 -2.0322
H5 0.1567 -1.8023 -1.3369
H6 -0.6974 0.1992 2.1165
H7 1.0831 0.3648 1.4131
H8 0.4929 -1.1925 1.6035

Properties
HOMO energy, eV: -9.478
Kohn-Sham gap, eV: 9.10
Charge: 0
M, g/mol: 116.18

Most stable: run S

Run P
DFT (ωB97M-V/def2-TZVPD) results for a 2-piece molecular cluster, C5H8OS overall.

Element x y z (Å)
C1 1.6473 2.0454 -0.5664
C2 -2.3127 0.5088 0.0040
C3 -2.9031 -0.3740 -0.7103
C4 1.5921 0.7870 -0.0633
C5 1.8693 -1.7444 0.9055
O1 2.2054 3.1043 -0.4269
S1 0.7232 -0.2828 0.7549
H1 1.2875 1.7385 -1.6185
H2 -2.0186 1.6318 -0.0644
H3 -2.1564 0.2614 1.0721
H4 -3.0207 -1.3447 -0.2954
H5 -3.1119 -0.3087 -1.8212
H6 1.6609 -2.3826 0.0827
H7 1.6766 -2.2331 1.8153
H8 2.8612 -1.4069 0.9319

Properties
HOMO energy, eV: -8.874
Kohn-Sham gap, eV: 8.55
Charge: 0
M, g/mol: 116.18

Run Q
DFT (ωB97M-V/def2-TZVPD) results for a single C5H8OS molecule.

Element x y z (Å)
C1 2.7308 -1.0466 -0.2074
C2 -1.6566 0.9831 -0.0803
C3 1.7481 -0.5553 0.5368
C4 -0.3974 0.6253 0.6116
C5 0.4133 -0.2887 0.0765
O1 -2.1661 -1.5527 0.4568
S1 -2.9676 -0.3631 0.0109
H1 3.8308 -1.2472 0.0944
H2 2.4881 -1.3749 -1.2453
H3 -2.1800 1.9623 0.3724
H4 -1.5061 1.0275 -1.2406
H5 1.8813 -0.5806 1.6081
H6 -0.2651 0.9998 1.6348
H7 0.2122 -0.9269 -0.7561
H8 -3.3263 -0.6789 -1.3693

Properties
HOMO energy, eV: -8.639
Kohn-Sham gap, eV: 8.92
Charge: 0
M, g/mol: 116.18

Most stable: run Q

Run P
DFT (ωB97M-V/def2-TZVPD) results for a single C3H5N3O molecule.

Element x y z (Å)
C1 1.2413 -0.8478 -0.4660
N1 -0.3019 1.7954 0.4776
C2 1.4687 0.2786 0.2855
C3 -1.3757 -1.3323 -0.2311
N2 0.1609 0.5817 0.8423
N3 -0.3204 -0.6496 -0.1498
O1 1.7109 -1.7794 -1.0773
H1 -1.2177 2.0139 0.8441
H2 0.0027 2.2287 -0.3927
H3 2.3174 0.9211 0.4388
H4 -2.1900 -1.1626 0.4727
H5 -1.4961 -2.0475 -1.0442

Properties
HOMO energy (spin up / spin down), eV: -7.551 / -7.552
Kohn-Sham gap (spin up / spin down), eV: 7.57 / 7.57
Charge: 0
M, g/mol: 99.09

Run Q
DFT (ωB97M-V/def2-TZVPD) results for a single C3H5N3O molecule.

Element x y z (Å)
C1 -0.7075 -0.2694 -0.0211
C2 1.1256 -1.2688 0.0222
C3 0.2348 0.6657 -0.0182
H1 -2.5404 -0.7045 0.6369
H2 -2.6710 -0.0183 -0.9085
H3 1.9053 -2.0034 0.0679
H4 0.9133 2.2290 0.8145
H5 -0.5736 2.3471 0.0797
N1 -2.0948 -0.0780 0.0174
N2 -0.0947 -1.4984 0.0719
N3 0.3742 2.0283 -0.0307
O1 1.4695 0.0279 -0.1248

Properties
HOMO energy, eV: -8.244
SMILES: Nc1ncoc1N
Kohn-Sham gap, eV: 9.15
Charge: 0
M, g/mol: 99.09

Most stable: run Q

Run P
DFT (ωB97M-V/def2-TZVPD) results for a single C3H5N3O molecule.

Element x y z (Å)
O1 -2.1972 0.7351 -0.3972
C1 -1.5884 -0.5698 0.3706
C2 -0.1715 -0.3394 0.2618
N1 0.3374 0.5474 -0.5972
N2 1.6796 0.3856 -0.4252
C3 1.8994 -0.5691 0.4900
N3 0.7719 -1.0534 0.9533
H1 -1.4077 1.1903 -0.8060
H2 -2.5423 0.1051 -1.0492
H3 -2.0071 -0.4771 1.3685
H4 2.3357 0.9278 -0.9617
H5 2.8901 -0.8826 0.7923

Properties
HOMO energy, eV: -7.358
Kohn-Sham gap, eV: 8.12
Charge: 0
M, g/mol: 99.09

Run Q
DFT (ωB97M-V/def2-TZVPD) results for C3H5N3O as an isolated structure.

Element x y z (Å)
C1 -1.4682 -0.2549 0.0633
C2 0.6507 -0.2563 -0.8092
C3 0.5601 -0.3991 0.7843
N1 -0.5541 1.3986 -0.0346
N2 -0.7798 0.3775 -1.0140
N3 -0.6772 0.4203 1.0228
O1 -2.4247 -0.9347 0.1433
H1 1.4537 0.4665 -1.0031
H2 0.8257 -1.1836 -1.4712
H3 0.6091 -1.4467 1.0543
H4 1.3700 0.0919 1.3021
H5 0.4347 1.7204 -0.0380

Properties
HOMO energy, eV: -10.173
Kohn-Sham gap, eV: 10.84
Charge: 0
M, g/mol: 99.09

Most stable: run P

Run P
DFT (ωB97M-V/def2-TZVPD) results for a single C3H5N3O molecule.

Element x y z (Å)
C1 -0.0902 -0.5357 0.3844
C2 0.8530 1.2460 -0.4712
C3 0.1017 0.0795 -0.8152
H1 -1.9763 -1.1712 0.9370
H2 -0.9292 -2.1950 0.0761
H3 0.6972 -0.0990 2.5176
H4 1.2685 2.0046 -1.2590
H5 -0.4055 0.9188 -2.4000
N1 -1.0183 -1.5125 0.7847
N2 0.8313 0.0247 1.4481
N3 1.2477 1.2084 0.8265
O1 -0.5801 0.0311 -2.0289

Properties
HOMO energy, eV: -8.638
SMILES: Nc1[nH]ncc1O
Kohn-Sham gap, eV: 9.37
Charge: 0
M, g/mol: 99.09

Run Q
DFT (ωB97M-V/def2-TZVPD) results for a 2-piece molecular cluster, C3H5N3O overall.

Element x y z (Å)
O1 -2.8166 0.7466 -0.0555
C1 -1.6256 0.0303 0.1554
C2 -0.4957 0.7125 -0.5071
N1 0.3082 1.2900 -1.1059
N2 2.8607 0.4605 0.2007
C3 2.1334 -0.4835 0.4587
N3 1.3716 -1.3669 0.8571
H1 -2.8767 0.9597 -0.9960
H2 -1.6703 -1.0035 -0.2157
H3 -1.4491 -0.0152 1.2325
H4 2.6391 0.9885 -0.6393
H5 1.6210 -2.3190 0.6151

Properties
HOMO energy, eV: -10.521
SMILES: N#CCO.N=C=N
Kohn-Sham gap, eV: 11.13
Charge: 0
M, g/mol: 99.09

Most stable: run Q

Run P
DFT (ωB97M-V/def2-TZVPD) results for a single C3H5N3O molecule.

Element x y z (Å)
O1 1.7157 0.5853 1.4334
C1 1.5510 1.3963 0.3101
C2 0.2943 -0.3126 -0.7388
N1 -0.1554 -1.4669 -0.8371
N2 -1.5550 -1.5673 -0.6953
C3 -2.3206 -0.5387 -0.4849
N3 0.8420 0.7657 -0.7882
H1 2.3226 -0.1306 1.2018
H2 2.5075 1.7211 -0.1155
H3 0.9882 2.2746 0.6324
H4 -1.8199 -2.5373 -0.8476
H5 -3.3513 -0.9328 -0.4876

Properties
HOMO energy, eV: -8.923
Kohn-Sham gap, eV: 9.70
Charge: 0
M, g/mol: 99.09

Run Q
DFT (ωB97M-V/def2-TZVPD) results for C3H5N3O as an isolated structure.

Element x y z (Å)
C1 -1.9421 -0.7628 -0.1232
C2 1.2692 0.9882 0.1250
C3 2.3691 -0.3253 -0.0553
H1 -2.5860 0.9529 -0.3604
H2 -2.0685 -1.8272 0.1894
H3 0.0903 -1.6596 0.0281
H4 1.8134 1.8692 -0.2000
H5 1.2630 1.4890 1.2379
N1 -3.0637 0.0329 -0.1427
N2 -0.5991 -0.4920 0.1445
N3 3.3949 -0.8611 -0.2673
O1 0.0595 0.5958 -0.5760

Properties
HOMO energy, eV: -9.766
Kohn-Sham gap, eV: 9.74
Charge: 0
M, g/mol: 99.09

Most stable: run P

Run P
DFT (ωB97M-V/def2-TZVPD) results for a 2-piece molecular cluster, C3H5N3O overall.

Element x y z (Å)
N1 -1.6693 -0.8717 0.9334
C1 -0.5910 -1.6428 1.1307
N2 0.3735 -2.2633 1.3258
C2 1.5928 0.5626 0.0120
O1 1.6888 -0.5688 -0.6200
C3 0.7256 1.4899 -0.7468
N3 -0.5459 1.3940 -0.6553
H1 -2.4856 -1.3708 0.6073
H2 -1.4510 -0.0202 0.3947
H3 2.1311 -1.2152 -0.0381
H4 1.2418 2.3259 -1.2374
H5 -1.0109 2.1805 -1.1063

Properties
HOMO energy, eV: -9.105
Kohn-Sham gap, eV: 9.37
Charge: 0
M, g/mol: 99.09

Run Q
DFT (ωB97M-V/def2-TZVPD) results for a single C3H5N3O molecule.

Element x y z (Å)
N1 -1.9083 -0.6305 0.9481
C1 -0.6804 -0.2446 0.4199
N2 0.4189 -0.9647 0.3779
C2 1.3203 -0.1653 -0.2852
O1 2.5574 -0.5899 -0.6317
C3 0.7983 1.0492 -0.6003
N3 -0.5177 0.9776 -0.1417
H1 -2.1249 -1.5992 0.7475
H2 -2.6599 -0.0316 0.6238
H3 2.8077 -1.3240 -0.0591
H4 1.2009 1.9101 -1.1056
H5 -1.2290 1.6737 -0.2882

Properties
HOMO energy, eV: -7.642
SMILES: Nc1nc(O)c[nH]1
Kohn-Sham gap, eV: 8.39
Charge: 0
M, g/mol: 99.09

Most stable: run Q

Run P
DFT (ωB97M-V/def2-TZVPD) results for a single C3H5N3O molecule.

Element x y z (Å)
O1 -2.3887 0.6358 1.2348
C1 -1.6514 0.1993 0.1586
C2 -0.3152 0.1632 0.1044
N1 0.3704 -0.1158 -1.1142
N2 1.5983 -0.7026 -0.6871
C3 1.7006 -0.2545 0.6276
N3 0.6443 0.2635 1.1345
H1 -2.5922 1.5670 1.0674
H2 -0.1499 -0.7491 -1.7105
H3 -2.2129 -0.2002 -0.6878
H4 2.3607 -0.4000 -1.2867
H5 2.6360 -0.4065 1.1590

Properties
HOMO energy, eV: -7.616
SMILES: O/C=C1\N=CNN1
Kohn-Sham gap, eV: 8.56
Charge: 0
M, g/mol: 99.09

Run Q
DFT (ωB97M-V/def2-TZVPD) results for a single C3H5N3O molecule.

Element x y z (Å)
O1 2.3744 -0.8836 -0.8325
C1 1.8228 -0.1685 0.1763
C2 0.5062 -0.2316 0.4302
N1 -0.3773 -0.9553 -0.3669
N2 -1.3782 0.0468 -0.4618
C3 -1.3516 0.6871 0.8797
N3 -0.1784 0.6367 1.3417
H1 1.6323 -1.3259 -1.2868
H2 -1.0888 0.9414 -1.1066
H3 2.5264 0.4283 0.7387
H4 -2.2626 -0.4041 -0.7263
H5 -2.2253 1.2287 1.2144

Properties
HOMO energy, eV: -7.155
Kohn-Sham gap, eV: 7.47
Charge: 0
M, g/mol: 99.09

Most stable: run P

Run P
DFT (ωB97M-V/def2-TZVPD) results for a single C3H5N3O molecule.

Element x y z (Å)
C1 -2.1938 -0.2326 0.0367
C2 -0.8211 0.4277 -0.0026
C3 1.2608 0.2261 -0.0386
H1 -2.1595 -0.8402 1.0121
H2 -3.0718 0.4190 -0.1093
H3 -2.2457 -0.9855 -0.7298
H4 2.5297 -1.3461 -0.2222
H5 3.3654 0.1206 0.1323
N1 -0.3442 1.5676 -0.0124
N2 1.0346 1.5554 -0.0349
N3 2.4713 -0.3378 0.0770
O1 0.1744 -0.5742 -0.1084

Properties
HOMO energy, eV: -8.660
SMILES: Cc1nnc(N)o1
Kohn-Sham gap, eV: 9.39
Charge: 0
M, g/mol: 99.09

Run Q
DFT (ωB97M-V/def2-TZVPD) results for a single C3H5N3O molecule.

Element x y z (Å)
C1 0.1377 1.8709 -0.5344
C2 -0.1725 -0.6064 0.0882
C3 -0.0837 -1.9511 0.2056
H1 0.0198 2.3020 -1.6293
H2 1.0982 1.9883 -0.1517
H3 -0.6360 2.1952 0.2031
H4 0.1863 -0.2369 -1.6134
H5 0.2754 -2.6211 -0.6830
N1 -0.2271 0.4050 -0.9402
N2 -0.1441 -1.0199 2.2052
N3 -0.4320 -0.0528 1.3717
O1 -0.0220 -2.2732 1.4782

Properties
HOMO energy, eV: -8.607
SMILES: CNc1conn1
Kohn-Sham gap, eV: 9.26
Charge: 0
M, g/mol: 99.09

Most stable: run P